Below is one molecule with the formula H4NO2PS in a non-equilibrium geometry, with properties calculated with ωB97M-V/def2-TZVPD.

Its SMILES is NP(O)(O)=S. The calculation puts the energy above the lowest of the compared OMol25 structures with the same formula, charge and spin at 234.6 kJ/mol. For the HOMO energy, the calculation gives -8.6 eV. The value obtained for the molar mass is 113.078 g/mol. As for the net charge: 0. Its total energy is -947.1789 hartree. Its orbital gap is 7.76 eV.

Bonds (Å) are listed after each position.
Positions of all 9 atoms, in Å:
1 N 0.2423 0.9901 1.2820  P4 1.760, H6 0.991, H7 1.062
2 O -1.0652 -0.9453 0.1037  P4 1.602, H8 0.978
3 O 1.3986 -0.5622 -0.2198  P4 1.585, H9 0.992
4 P 0.0037 0.1894 -0.2665  N1 1.760, O2 1.602, O3 1.585, S5 2.558
5 S -0.1515 1.2189 -2.6026  P4 2.558
6 H -0.6214 1.4591 1.4092  N1 0.991
7 H 0.2043 0.1123 1.8784  N1 1.062
8 H -1.5627 -1.1729 -0.7071  O2 0.978
9 H 1.5520 -1.2894 -0.8773  O3 0.992

natural (NBO) atomic charge list, values in e, 5 entries:
1 N -1.076
2 O -0.994
3 O -1.002
4 P 1.843
5 S -0.582